Entry 1:
ORCA calculation (wB97M-V/def2-TZVPD) on a molecular structure, C7H5NO11P2S3SbW at a distorted geometry.

XYZ file:
```
31
Properties=species:S:1:pos:R:3:forces:R:3
W 0.011597 -0.215040 0.192996 -1.001 0.388 -0.304
O 3.255945 -2.249873 0.358240 -0.066 -0.036 0.047
P 2.477631 -1.559580 1.536448 -0.080 0.101 -0.118
O 2.837764 -1.912893 2.901053 -0.060 -0.124 -0.030
O 0.969945 -1.701018 1.077220 0.202 0.404 0.285
O 2.705396 0.009828 1.207748 0.626 0.013 0.280
P 2.046211 1.259004 1.988821 0.003 -0.128 -0.535
O 1.502301 0.669448 3.339792 -0.124 0.151 0.123
O 2.887235 2.432882 1.966160 -0.101 0.139 0.156
O 0.672119 1.323702 1.150759 0.474 -0.587 0.050
H 4.128151 -2.584133 0.605068 -0.006 -0.023 0.002
H 2.159715 0.349727 3.974326 0.053 -0.044 -0.062
O -0.880913 -5.334465 -4.637169 0.032 -0.027 0.013
C -1.654767 -5.248839 -3.675170 -0.045 0.080 -0.014
O -2.662553 -5.876284 -3.326804 -0.006 -0.034 0.008
C -1.293362 -4.082206 -2.705131 0.069 -0.013 -0.030
C -2.105593 -3.763621 -1.628720 -0.043 -0.077 -0.034
C -1.783953 -2.711684 -0.795048 0.087 0.030 0.023
N -0.689265 -1.964534 -0.993825 -0.130 -0.031 0.133
C 0.103483 -2.283299 -2.038976 0.257 -0.014 -0.221
C -0.143191 -3.315563 -2.907048 -0.184 -0.017 0.118
C 1.283849 -1.402459 -2.195856 0.004 0.136 0.303
O 2.216369 -1.478482 -2.908439 -0.044 -0.019 -0.132
O 1.158272 -0.341548 -1.263555 0.227 -0.122 -0.074
H -2.991779 -4.364851 -1.470238 0.001 0.009 0.011
H -2.401497 -2.446134 0.049556 -0.009 -0.004 -0.008
H 0.504974 -3.545549 -3.742519 0.022 0.027 0.001
S -4.398751 -0.059874 -0.532929 0.123 0.220 0.189
Sb -2.902577 1.255595 0.806434 -0.115 -0.380 -0.401
S -1.650699 -0.627147 1.761770 -0.059 -0.183 0.000
S -1.399487 1.038327 -1.136763 -0.104 0.168 0.221
```
Forces are in eV/Å.

Values from the calculation:
HOMO-LUMO gap (spin up / spin down) in eV: 4.46 / 3.88
Calculated total energy in Eh: -3337.104704
<S²>: 0.756
Spin multiplicity: 2
Charge: 0
Energy relative to the best compared isomer or geometry (same formula, charge and spin) in kJ/mol: 87.7

These are the Mulliken partial charges, in e, on atoms 1 to 6: atom 1 (W): 2.1344, atom 2 (O): -0.4110, atom 3 (P): 0.8014, atom 4 (O): -0.6907, atom 5 (O): -0.3770, atom 6 (O): -0.2321

Entry 2:
ORCA calculation (wB97M-V/def2-TZVPD) on a molecular structure, C7H5NO2 at a distorted geometry.

XYZ file:
```
15
Properties=species:S:1:pos:R:3:forces:R:3
C 2.096915 -0.906389 0.315431 -1.965 0.183 -0.033
C 1.070398 -0.279313 0.166304 -3.697 1.863 -1.286
C -2.379488 1.787730 -0.795998 0.477 0.559 0.932
C -2.825177 0.857779 0.073202 1.920 0.508 -1.944
C -0.825760 1.623887 -0.912969 -2.417 1.516 -2.321
C -1.690620 -0.065466 0.410282 -0.344 2.786 -0.682
C 3.207137 -1.838929 0.608892 -2.072 -0.078 -3.108
N -0.617541 0.528883 -0.224556 7.602 -5.053 2.672
O -0.149566 2.272097 -1.659659 0.641 0.208 0.437
O -1.694968 -0.996096 1.118027 0.079 -2.082 1.173
H -2.762354 2.690846 -1.325210 -0.192 -1.138 0.619
H -3.705275 0.484111 0.447105 -2.460 0.070 0.536
H 3.697743 -1.996313 -0.360285 0.515 0.232 0.413
H 3.772212 -1.343466 1.304500 1.923 0.399 1.844
H 2.806344 -2.819359 0.834935 -0.013 0.027 0.748
```
Forces are in eV/Å.

Values from the calculation:
HOMO-LUMO gap in eV: 9.70
Calculated total energy in Eh: -474.779811
Spin multiplicity: 1
Charge: 0
Energy relative to the best compared isomer or geometry (same formula, charge and spin) in kJ/mol: 470.1

These are the Mulliken partial charges, in e, on atoms 1 to 6: atom 1 (C): 0.1964, atom 2 (C): 0.1140, atom 3 (C): -0.4374, atom 4 (C): -0.6278, atom 5 (C): 0.5918, atom 6 (C): 0.6116

Entry 3:
ORCA calculation (wB97M-V/def2-TZVPD) on a single C7H5NO3 molecule at a distorted geometry.

XYZ file:
```
16
Properties=species:S:1:pos:R:3:forces:R:3
O -3.941327 -0.727414 0.099060 2.437 0.721 -0.735
C -2.749381 -0.452703 -0.044539 -2.590 0.071 1.017
N -2.142670 0.789747 -0.076899 -0.548 -0.259 -0.190
C -0.746706 0.631566 -0.045545 0.805 0.483 0.121
C 0.368363 1.501074 0.000354 -0.547 -2.547 0.031
C 1.615551 0.837347 0.026166 -0.735 0.619 0.280
C 1.746070 -0.536093 0.008246 0.315 -0.520 -0.017
O 2.973785 -1.153738 -0.038907 1.058 1.363 0.339
C 0.640986 -1.391806 0.023053 0.890 -0.705 -0.453
C -0.564359 -0.772947 -0.013967 -0.220 1.329 -0.223
O -1.771090 -1.389999 -0.055174 -0.155 -0.638 0.010
H -2.745459 1.608237 -0.124729 0.690 -0.272 0.103
H 0.346170 2.564790 0.059025 -0.328 0.487 -0.060
H 2.490014 1.440740 0.166154 0.458 0.222 -0.207
H 3.692216 -0.461966 0.056730 -1.274 -1.215 -0.206
H 0.787841 -2.486838 -0.039023 -0.258 0.861 0.191
```
Forces are in eV/Å.

Values from the calculation:
HOMO-LUMO gap in eV: 8.93
Calculated total energy in Eh: -550.246910
Spin multiplicity: 1
Charge: 0
Energy relative to the best compared isomer or geometry (same formula, charge and spin) in kJ/mol: 0.0

These are the Mulliken partial charges, in e, on atoms 1 to 6: atom 1 (O): -0.6065, atom 2 (C): 0.3320, atom 3 (N): -0.0613, atom 4 (C): 0.3600, atom 5 (C): -1.0075, atom 6 (C): -0.5377

Entry 4:
ORCA calculation (wB97M-V/def2-TZVPD) on a single C7H6 molecule at a distorted geometry.

XYZ file:
```
13
Properties=species:S:1:pos:R:3:forces:R:3
C -1.617453 0.421245 0.719097 -0.753 -2.130 -0.060
C -1.599414 -0.798228 -0.150121 -1.418 0.620 0.189
C -0.329612 0.921931 1.026682 0.425 -0.264 -0.173
C -0.836150 0.682208 -0.697677 -0.657 1.887 -1.909
C -0.242433 -0.847681 -0.592043 -1.162 -1.096 2.097
C 0.489976 0.136257 0.154129 0.144 -0.675 0.380
C 1.928344 0.380713 0.119349 2.645 -1.260 -2.731
H -2.477409 0.902378 1.153808 -0.460 -0.133 -0.602
H -2.533958 -1.319387 -0.688960 2.431 1.513 1.224
H 0.054035 -1.600890 -1.278206 0.555 0.203 -0.990
H 2.568305 0.306068 -0.850196 -1.889 0.639 0.696
H 2.434950 -0.502468 0.519203 -0.184 0.303 1.181
H 2.160825 1.317850 0.564939 0.323 0.392 0.698
```
Forces are in eV/Å.

Values from the calculation:
HOMO-LUMO gap in eV: 9.18
Calculated total energy in Eh: -270.064181
Spin multiplicity: 1
Charge: 0
Energy relative to the best compared isomer or geometry (same formula, charge and spin) in kJ/mol: 451.4

These are the Mulliken partial charges, in e, on atoms 1 to 6: atom 1 (C): 0.0460, atom 2 (C): -0.1654, atom 3 (C): -0.7452, atom 4 (C): -0.6111, atom 5 (C): -0.2699, atom 6 (C): 1.1065

Entry 5:
ORCA calculation (wB97M-V/def2-TZVPD) on a single C7H6 molecule at a distorted geometry.

XYZ file:
```
13
Properties=species:S:1:pos:R:3:forces:R:3
C -3.247998 0.081300 -0.045451 0.856 -0.229 -0.231
C -2.039516 0.124178 -0.033338 -0.162 0.101 0.598
C -0.590868 0.105004 0.048114 -0.367 0.627 -0.373
C 0.132340 -1.029134 0.005563 0.080 -0.633 0.522
C 1.612403 -0.698375 -0.051679 -1.194 0.026 -0.161
C 1.590104 0.807710 -0.094904 0.299 0.476 0.261
C 0.339125 1.295275 0.049256 0.561 -2.069 -0.595
H -4.295648 -0.092745 -0.146440 0.100 0.232 0.085
H -0.282140 -2.044788 0.194587 0.397 0.925 -0.601
H 2.156299 -1.270622 -0.815682 -0.132 0.480 -0.088
H 2.032393 -1.025659 0.884872 0.438 -0.084 0.621
H 2.499993 1.420811 -0.122994 -0.466 -0.327 -0.031
H 0.093519 2.327050 0.128101 -0.408 0.476 -0.007
```
Forces are in eV/Å.

Values from the calculation:
HOMO-LUMO gap in eV: 9.52
Calculated total energy in Eh: -270.226159
Spin multiplicity: 1
Charge: 0
Energy relative to the best compared isomer or geometry (same formula, charge and spin) in kJ/mol: 26.1

These are the Mulliken partial charges, in e, on atoms 1 to 6: atom 1 (C): 0.0823, atom 2 (C): -0.5705, atom 3 (C): 0.4015, atom 4 (C): -0.5985, atom 5 (C): -0.4312, atom 6 (C): -0.3559

Entry 6:
ORCA calculation (wB97M-V/def2-TZVPD) on 2 unconnected molecules or ions with the total composition C7H6Br2NO4 at a distorted geometry.

XYZ file:
```
20
Properties=species:S:1:pos:R:3:forces:R:3
C -1.657785 -1.212599 -1.067841 0.805 -0.158 -0.789
C -2.060389 -0.446626 0.092019 5.823 0.545 -3.970
C -0.444513 -0.702633 -1.504984 -0.731 -2.837 -1.400
C -1.066651 0.493150 0.181655 0.227 0.934 2.147
C 0.851342 2.777624 -0.995201 3.345 -0.116 -3.021
C 1.965579 0.833645 1.360550 0.401 -0.698 -1.704
C 1.085584 1.211072 -0.807075 0.283 -0.031 3.484
N 0.007374 0.333251 -0.730431 -2.456 -0.391 0.263
O 0.028255 3.351987 -0.299182 -0.654 0.136 0.704
O 1.651076 3.182153 -1.922149 -2.450 -0.057 2.328
O 0.290719 -1.353153 -2.483683 -2.825 -1.700 1.869
O -0.902948 1.390221 1.176317 -0.307 -0.150 0.036
Br 2.975521 2.369780 1.669215 0.819 1.342 0.222
Br 2.552707 0.655260 -1.762006 1.112 -0.975 -0.674
H -2.174651 -2.067137 -1.566046 0.618 0.964 0.586
H -2.946057 -0.459323 0.491162 -4.466 0.068 2.605
H 1.252564 0.804714 2.214341 0.330 -0.674 -1.139
H 2.784715 0.017092 1.211448 -2.189 1.010 0.175
H 0.901407 -0.799374 -2.852014 2.596 2.374 -1.498
H -0.422121 2.176671 0.822446 -0.283 0.414 -0.223
```
Forces are in eV/Å.

Values from the calculation:
HOMO-LUMO gap in eV: 7.07
Calculated total energy in Eh: -5774.027532
Spin multiplicity: 1
Charge: -1
Energy relative to the best compared isomer or geometry (same formula, charge and spin) in kJ/mol: 276.2

These are the Mulliken partial charges, in e, on atoms 1 to 6: atom 1 (C): -0.4627, atom 2 (C): -1.0377, atom 3 (C): 0.2495, atom 4 (C): 0.3105, atom 5 (C): 0.8628, atom 6 (C): -0.4835

Entry 7:
ORCA calculation (wB97M-V/def2-TZVPD) on 2 unconnected molecules or ions with the total composition C7H6Br2O at a distorted geometry.

XYZ file:
```
16
Properties=species:S:1:pos:R:3:forces:R:3
O 0.898284 2.374568 -0.142648 0.013 -0.112 1.009
C 0.682363 1.441517 -0.855554 0.063 0.121 -2.923
C 0.129086 0.101125 -0.525880 -0.615 1.455 2.343
C -0.397673 -0.736715 -1.491549 0.568 1.173 0.074
C -0.989867 -1.922655 -1.117834 0.031 -2.014 -2.098
C -1.003924 -2.298196 0.222104 0.156 -0.280 -1.103
C -0.542902 -1.411046 1.178856 -2.201 -0.222 1.503
C -0.103383 -0.147188 0.856587 2.913 -0.675 0.751
H 0.855453 1.630951 -1.983838 -0.174 -0.600 0.936
H -0.276909 -0.359872 -2.504314 -0.234 -0.560 -0.138
H -1.274449 -2.635603 -1.999468 0.227 1.232 2.061
H -1.274768 -3.312620 0.489867 -0.328 0.178 0.087
H -0.856023 -1.652758 2.221669 1.064 0.118 -0.652
H 0.482799 0.342006 1.735013 -1.535 0.073 -1.996
Br 2.467352 4.793970 1.209771 0.924 0.754 -0.989
Br 1.204560 3.792516 2.707218 -0.870 -0.642 1.137
```
Forces are in eV/Å.

Values from the calculation:
HOMO-LUMO gap in eV: 8.89
Calculated total energy in Eh: -5493.552440
Spin multiplicity: 1
Charge: 0
Energy relative to the best compared isomer or geometry (same formula, charge and spin) in kJ/mol: 0.0

These are the Mulliken partial charges, in e, on atoms 1 to 6: atom 1 (O): -0.3275, atom 2 (C): -0.3174, atom 3 (C): 0.7146, atom 4 (C): -0.3822, atom 5 (C): -0.3717, atom 6 (C): -0.3320

Entry 8:
ORCA calculation (wB97M-V/def2-TZVPD) on a single C7H6Cl2NP molecule at a distorted geometry.

XYZ file:
```
17
Properties=species:S:1:pos:R:3:forces:R:3
C 1.389526 0.363288 1.678341 -4.797 1.691 -0.996
C 0.699251 -0.347790 0.558870 0.620 0.158 -0.122
C -0.439533 -0.986571 0.775560 1.674 -0.387 0.287
C -1.064137 -1.767601 -0.178321 -0.541 -0.268 -0.268
N -1.738538 -2.288374 -0.935533 -0.572 -0.974 -1.015
C 1.209156 -0.224876 -0.788960 0.020 -1.293 -0.861
C 0.645443 0.631363 -1.628790 0.404 -0.325 -1.306
Cl 1.312642 0.532705 -3.278529 -0.495 0.469 0.308
P -0.597708 1.924657 -1.267237 0.488 0.464 0.527
C -1.746896 0.976569 -0.484346 0.134 1.014 -2.331
Cl -3.078389 1.748339 0.229765 -0.477 0.056 0.461
H 2.014562 -0.299966 2.117692 2.152 -1.681 1.808
H 0.394469 0.534099 2.259761 2.506 0.440 0.187
H 1.853955 1.278482 1.322463 0.045 0.033 0.309
H -0.793519 -1.058162 1.748072 -0.871 -0.090 1.728
H 1.868488 -1.031561 -1.188856 -0.102 1.010 0.443
H -1.928773 0.015399 -0.939954 -0.187 -0.319 0.842
```
Forces are in eV/Å.

Values from the calculation:
HOMO-LUMO gap (spin up / spin down) in eV: 8.13 / 8.13
Calculated total energy in Eh: -1586.694325
Spin multiplicity: 1
Charge: 0
Energy relative to the best compared isomer or geometry (same formula, charge and spin) in kJ/mol: 131.6

These are the Mulliken partial charges, in e, on atoms 1 to 6: atom 1 (C): -1.2645, atom 2 (C): 1.2486, atom 3 (C): -1.2388, atom 4 (C): 0.3344, atom 5 (N): -0.5165, atom 6 (C): -0.7210

Entry 9:
ORCA calculation (wB97M-V/def2-TZVPD) on 2 unconnected molecules or ions with the total composition C7H6Cl5N at a distorted geometry.

XYZ file:
```
19
Properties=species:S:1:pos:R:3:forces:R:3
C 0.451513 0.511427 -1.255782 -1.058 1.361 0.924
C 0.300817 -0.532575 -0.428978 -2.078 -0.385 -1.262
C -0.595867 1.490120 -1.408198 -0.697 -3.077 1.843
C -1.134125 -0.965948 0.008785 1.846 1.616 -0.232
C -1.838282 0.358550 0.170447 -0.254 -0.688 -0.742
C -1.113727 -1.680848 1.350554 0.174 -1.313 -1.171
C -0.063984 1.405061 1.855721 -1.883 3.309 -0.546
N -1.684388 1.326021 -0.665727 -0.195 1.635 -0.698
Cl -3.354016 0.342805 0.990411 -0.263 0.037 0.365
Cl 0.436357 -2.515037 1.645053 0.068 -0.727 0.175
Cl -2.477136 -2.862172 1.282528 0.543 0.398 0.817
Cl -1.254695 1.713712 2.972620 -0.339 0.422 0.882
Cl 0.660269 2.601847 0.959367 0.163 0.678 0.076
H 1.384509 0.884477 -1.533837 1.717 -0.228 -0.930
H 1.010521 -1.304213 -0.440140 1.150 -0.609 0.462
H -0.618869 2.230508 -2.123997 0.222 1.629 -1.295
H -1.567940 -1.542444 -0.835396 -0.010 -0.042 0.720
H -1.061345 -0.987255 2.165178 -1.260 0.155 0.480
H 0.325419 0.510424 1.775465 2.155 -4.170 0.131
```
Forces are in eV/Å.

Values from the calculation:
HOMO-LUMO gap (spin up / spin down) in eV: 7.11 / 7.48
Calculated total energy in Eh: -2625.898762
Spin multiplicity: 1
Charge: 0
Energy relative to the best compared isomer or geometry (same formula, charge and spin) in kJ/mol: 193.8

These are the Mulliken partial charges, in e, on atoms 1 to 6: atom 1 (C): -0.5448, atom 2 (C): -0.5991, atom 3 (C): -0.5264, atom 4 (C): 0.1702, atom 5 (C): 0.1790, atom 6 (C): -0.0351

Entry 10:
ORCA calculation (wB97M-V/def2-TZVPD) on a single C7H6F6Se molecule at a distorted geometry.

XYZ file:
```
20
Properties=species:S:1:pos:R:3:forces:R:3
C 0.956607 0.886364 0.430210 3.260 -1.994 2.165
C 0.029841 1.328919 -0.357478 -4.346 0.627 -1.279
C -1.323298 0.688904 -0.200632 -1.079 -0.017 -1.092
C 0.590418 -0.124770 1.383592 1.443 1.156 -0.951
C 0.086008 2.426125 -1.331262 2.366 -0.700 -0.662
C -1.237235 -2.378416 -0.793440 -0.740 0.208 -2.906
C 1.522221 -1.013041 2.084312 0.112 0.456 2.258
F -1.175079 -3.661971 -0.549747 0.884 -0.410 0.516
F -2.250590 -2.250304 -1.707103 0.165 0.415 0.512
F -0.129027 -1.894725 -1.436174 -0.414 -0.885 0.610
F 2.126777 -0.454095 3.184419 0.044 0.664 -0.549
F 0.921879 -2.076030 2.626613 -0.903 -0.760 -0.242
F 2.481327 -1.455954 1.324070 1.391 -0.447 -1.245
Se -1.087295 -0.780370 1.056836 -1.968 0.563 1.062
H 1.999114 1.133801 0.193118 -0.259 0.122 0.780
H -2.178404 1.347143 0.040717 0.674 0.091 0.839
H -1.742461 0.385174 -1.190847 0.805 -0.584 0.384
H 1.189079 2.434404 -1.632143 -1.378 1.120 0.415
H -0.361022 3.314899 -0.883100 0.457 0.278 -0.358
H -0.418861 2.143942 -2.241966 -0.512 0.097 -0.257
```
Forces are in eV/Å.

Values from the calculation:
HOMO-LUMO gap (spin up / spin down) in eV: 7.31 / 8.09
Calculated total energy in Eh: -3270.810060
<S²>: 2.022
Spin multiplicity: 3
Charge: 0
Energy relative to the best compared isomer or geometry (same formula, charge and spin) in kJ/mol: 0.0

These are the Mulliken partial charges, in e, on atoms 1 to 6: atom 1 (C): -0.5867, atom 2 (C): 0.8487, atom 3 (C): -0.7950, atom 4 (C): -0.2713, atom 5 (C): -1.3566, atom 6 (C): 0.4544